Record 1
Here is the molecule C19H19F3N6O from the OMol25 dataset. Energies are from ωB97M-V with the def2-TZVPD basis set.

Positions of all 48 atoms, in Å:
O 2.27257 -0.32124 -2.50648
F -2.26432 -8.74308 2.64214
F -3.25214 -6.78828 3.18165
F -4.16920 -8.12598 1.76263
N 1.87403 3.97120 2.10704
N -0.87771 -6.89241 1.08942
C 1.64109 -0.32235 -1.43779
C 1.90743 4.58095 -0.08796
C -0.26551 -6.10746 0.20187
C -2.22968 -6.95280 1.07527
C -2.91563 -6.16841 0.09959
C -2.31499 -5.29003 -0.77136
C 1.59755 0.53041 0.84611
C 1.67593 0.81049 -0.53222
C -0.93090 -5.28512 -0.74997
C 1.70090 1.57448 1.76931
C 1.90088 2.11257 -0.94124
C 1.84820 2.90110 1.32484
C 1.91629 3.19458 -0.02613
N 2.05882 2.35112 -2.28829
N 1.91990 5.01642 1.24088
N -0.19181 -4.43530 -1.59538
N 0.92985 -1.46989 -1.15633
C 1.71230 5.52302 -1.23251
C -2.98256 -7.66287 2.17758
C 1.88024 6.41910 1.70832
C 1.18480 -4.01258 -1.39760
C -0.63980 -3.16472 -2.18088
C 0.81833 -2.65604 -2.03168
H 0.82976 -6.08273 0.23642
H -3.98645 -6.20150 0.11790
H -2.88809 -4.60457 -1.40111
H 1.45758 -0.48398 1.24828
H 1.60289 1.42185 2.85501
H 2.31386 1.49176 -2.77530
H 2.63358 3.16216 -2.50637
H 0.27824 -1.44493 -0.33669
H 2.56972 6.16481 -1.35273
H 0.81921 6.13944 -1.10832
H 1.60311 4.96070 -2.16969
H 2.78032 6.98536 1.36867
H 1.00091 6.97028 1.35470
H 1.92651 6.44592 2.78413
H 1.96014 -4.56991 -1.91109
H 1.41498 -3.92066 -0.35646
H -1.39163 -2.61415 -1.59426
H -0.99468 -3.26121 -3.20451
H 1.37659 -2.57388 -2.97242

As for the HOMO-LUMO gap: 7.9700 eV. As for the total energy: -1438.78922 Eh. The HOMO energy comes out at -7.45 eV. The calculation puts the energy relative to the best compared isomer or geometry (same formula, charge and spin) at 0.3306 eV. As for the SMILES: Cc1c2c(N)c(C(=O)NC3CN(c4ccc(C(F)(F)F)nc4)C3)ccc2nn1C. For the molecular weight, the calculation gives 404.4 Da. As for the charge: 0.

Charges computed using natural (NBO), reported in e: -0.671, -0.319, -0.321, -0.319, -0.267, -0.353, 0.679, 0.197, -0.029, 0.024, -0.186, -0.242, -0.164, -0.310, 0.168, -0.246, 0.368, 0.116, -0.228, -0.818, -0.136, -0.402, -0.619, -0.659, 0.965, -0.415, -0.211, -0.213, -0.050, 0.198, 0.222, 0.227, 0.213, 0.223, 0.428, 0.372, 0.397, 0.225, 0.229, 0.236, 0.210, 0.211, 0.241, 0.201, 0.188, 0.188, 0.203, 0.246

---

Record 2
Here is a structure of composition C19H19HgN3O7SeTe from the OMol25 dataset. Energies are from ωB97M-V with the def2-TZVPD basis set.

Positions of all 51 atoms, in Å:
Hg -0.28360 -0.01768 -0.77132
O -1.79285 4.16447 0.39804
C -1.03306 3.03771 0.46755
O -1.44486 2.06831 1.14688
C 0.20278 3.04196 -0.21411
C 0.64792 4.15040 -0.98323
C 1.85069 4.08854 -1.61505
C 2.63285 2.91304 -1.50415
C 2.13677 1.86030 -0.76924
N 0.96387 1.89720 -0.11479
C 2.90700 0.57300 -0.60764
O 3.88087 0.33433 -1.49324
O 2.71078 -0.19092 0.30089
H -2.65056 3.92962 0.76967
H 0.00360 5.01484 -1.05340
H 2.20635 4.92042 -2.20834
H 3.60267 2.86487 -1.97787
H 3.71195 0.81942 -2.31253
N -4.16146 -0.62169 0.83126
C -3.30373 -0.62446 -0.22829
O -3.14028 0.34089 -0.96086
C -2.62325 -1.96833 -0.47184
C -1.35922 -1.84115 -1.30113
H -4.56258 0.28751 1.01184
H -3.74116 -1.07514 1.65802
H -3.35904 -2.57802 -1.00950
H -2.42778 -2.44543 0.48658
H -1.59852 -1.63703 -2.34119
H -0.70896 -2.70768 -1.23579
O -1.08075 -1.20353 2.08864
O -2.10015 -1.67123 2.96117
C 0.53886 -0.28016 4.47445
Te -0.26241 0.50742 2.61109
C -1.90828 0.95715 3.85455
C -1.50956 0.85553 5.29027
C -2.36018 1.26223 6.31418
C -2.00410 1.07946 7.64086
C -0.78198 0.50084 7.95582
C 0.06701 0.09046 6.93985
C -0.29659 0.24362 5.60583
H 1.59156 -0.01356 4.58148
H 0.46813 -1.36997 4.42610
H -2.51437 0.06217 3.59249
H -2.41343 1.88004 3.58934
H -3.31866 1.70517 6.06840
H -2.68579 1.37312 8.42945
H -0.49912 0.35080 8.99037
H 1.01951 -0.36890 7.17955
Se 0.21658 0.88025 -3.61209
C -0.09574 -0.72017 -4.38555
N -0.28909 -1.74546 -4.89175

As for the HOMO-LUMO gap (alpha / beta): 5.7693 / 6.5375 eV. As for the total energy: -4249.17768 Eh. The HOMO energy (alpha / beta) comes out at -3.83 / -4.71 eV. The calculation puts the energy relative to the best compared isomer or geometry (same formula, charge and spin) at 1.3968 eV. The spin multiplicity is 2. For the molecular weight, the calculation gives 808.5 Da. As for the expectation value of S²: 0.761. As for the charge: -1.

Charges computed using natural (NBO), reported in e: 1.135, -0.690, 0.703, -0.764, -0.046, -0.163, -0.225, -0.271, 0.082, -0.592, 0.762, -0.668, -0.570, 0.494, 0.229, 0.212, 0.210, 0.499, -0.853, 0.699, -0.650, -0.555, -0.725, 0.376, 0.430, 0.222, 0.247, 0.226, 0.214, -0.576, -0.611, -0.761, 1.661, -0.772, 0.067, -0.236, -0.216, -0.226, -0.191, -0.063, 0.226, 0.264, 0.309, 0.241, 0.206, 0.206, 0.206, 0.205, -0.454, 0.031, -0.484

---

Record 3
Here is a structure of composition C19H19N2O7PPtS5 from the OMol25 dataset. Energies are from ωB97M-V with the def2-TZVPD basis set.

Positions of all 54 atoms, in Å:
Pt -0.44103 -0.69983 0.17602
O -2.75612 -5.36781 3.90870
C -2.23073 -4.57910 3.12974
C -2.82514 -4.08284 1.85089
O -3.92460 -4.40020 1.39980
C -1.85475 -3.14198 1.28656
C -0.74614 -2.97491 2.20053
O 0.15167 -2.12203 2.00747
C -0.91134 -3.90188 3.33266
O -0.13370 -4.09798 4.26195
O -1.94040 -2.48166 0.21511
C -4.30289 0.65727 -0.20276
C -3.38090 0.38665 0.97777
C -4.04966 -0.40269 2.09874
O -2.90287 1.61071 1.52562
P -1.60214 2.39925 0.94654
S -1.88395 3.23657 -0.79843
S 0.08451 1.29973 1.37460
O -1.57864 3.59631 2.01757
C -1.47286 3.36879 3.42011
C -2.77664 3.80133 4.07754
C -0.30376 4.18563 3.96107
H -4.61733 -0.28341 -0.64326
H -3.76433 1.23155 -0.95421
H -5.18190 1.22136 0.10770
H -2.50178 -0.19635 0.60768
H -4.91233 0.13353 2.49455
H -3.33754 -0.57736 2.90369
H -4.37422 -1.36655 1.71647
H -1.27725 2.30408 3.59296
H -2.93429 4.85990 3.88349
H -2.72792 3.63034 5.15117
H -3.61207 3.24814 3.66169
H -0.48770 5.24537 3.78576
H 0.62258 3.89899 3.46728
H -0.20202 4.00530 5.03033
S 4.82651 -3.70086 -2.81251
C 3.68973 -2.50724 -2.78533
S 2.28040 -2.61606 -1.74469
C 1.66505 -1.09938 -2.48864
N 2.50011 -0.61405 -3.34196
N 3.62560 -1.35864 -3.51273
C 4.59160 -0.82534 -4.38002
C 5.75031 -1.49868 -4.76636
C 6.66342 -0.87940 -5.60066
C 6.45425 0.40359 -6.07585
C 5.29384 1.06713 -5.70899
C 4.37346 0.46468 -4.87537
S 0.10739 -0.50515 -2.21919
H 5.95658 -2.49463 -4.41411
H 7.55908 -1.41765 -5.87487
H 7.18096 0.88777 -6.71685
H 5.09978 2.06967 -6.06819
H 3.47213 0.98002 -4.58681

As for the HOMO-LUMO gap (alpha / beta): 5.2139 / 5.2050 eV. As for the total energy: -3823.38648 Eh. The HOMO energy (alpha / beta) comes out at -1.96 / -1.96 eV. The calculation puts the energy relative to the best compared isomer or geometry (same formula, charge and spin) at 1.9903 eV. For the molecular weight, the calculation gives 773.8 Da. As for the charge: -2.

Charges computed using natural (NBO), reported in e: 0.750, -0.573, 0.360, 0.334, -0.612, 0.248, 0.265, -0.698, 0.342, -0.596, -0.714, -0.641, 0.105, -0.628, -0.851, 1.661, -0.633, -0.486, -0.838, 0.094, -0.622, -0.618, 0.216, 0.239, 0.191, 0.173, 0.191, 0.219, 0.236, 0.201, 0.198, 0.198, 0.229, 0.198, 0.224, 0.199, -0.217, -0.116, 0.420, -0.114, -0.327, -0.264, 0.224, -0.269, -0.209, -0.239, -0.211, -0.244, -0.113, 0.257, 0.201, 0.199, 0.206, 0.255